Record 1
The following is a DFT calculation (wB97M-V/def2-TZVPD) of a 7-piece molecular cluster, C18H54N3O7PS6 overall in a non-equilibrium geometry.

The geometry in XYZ format:
```
89
Properties=species:S:1:pos:R:3:lowdin_charge:R:1
C 6.566 -5.715 7.410 -0.238
H 4.038 9.065 1.377 0.054
C 3.006 5.930 -10.335 -0.252
H 2.406 3.232 -10.179 0.054
H -5.400 -1.634 6.088 0.083
H 1.953 -8.344 -6.603 0.041
O 5.193 -8.215 -7.786 -0.594
H -2.185 -4.519 -2.300 0.039
H 4.389 0.928 -3.576 0.058
H 4.032 -0.286 0.812 0.059
C 3.055 3.400 -9.320 -0.289
C -4.848 -0.737 6.372 -0.110
N -4.639 0.060 5.149 -0.303
H 2.613 9.914 2.083 0.050
C 4.724 -7.189 -5.549 -0.256
H 4.550 -6.338 -6.207 0.048
H -5.520 2.922 1.401 0.093
O 2.330 6.318 1.418 -0.592
P -5.935 0.554 4.142 0.525
O 7.116 -3.007 7.226 -0.572
H -8.667 0.316 4.132 0.080
C 4.527 -3.777 7.086 -0.267
C 4.274 0.496 0.092 -0.266
H -7.008 2.661 2.420 0.081
H 3.655 7.847 -0.730 0.040
S 4.294 -8.584 -6.631 0.820
C 2.699 -8.133 -7.369 -0.269
H -2.735 -0.890 5.135 0.072
H 3.920 -4.649 6.841 0.045
H 6.584 -6.565 6.727 0.039
H 4.520 -3.744 8.175 0.051
C -4.679 2.916 3.900 -0.156
H 3.686 1.642 -2.186 0.029
H 3.342 0.975 -0.207 0.039
S 2.786 5.052 -8.704 0.834
H -6.408 1.389 1.574 0.076
H 4.067 -7.122 -4.682 0.048
S -3.588 -3.682 -3.916 0.826
O 4.026 5.330 -7.806 -0.587
S 6.270 -4.058 6.572 0.814
H 3.319 8.469 2.687 0.047
O -6.403 -0.549 3.309 -0.272
H -6.462 3.086 5.922 0.056
N -7.098 1.173 5.157 -0.290
H -7.690 2.486 6.801 0.082
C -8.510 0.890 5.046 -0.108
H 4.801 1.329 0.556 0.051
H 3.614 6.822 -10.178 0.048
H 3.466 5.303 -11.099 0.042
S 5.112 0.004 -1.440 0.817
H 4.076 3.472 -9.695 0.055
H -5.994 1.785 6.920 0.066
H 5.143 2.297 -2.612 0.056
H -2.903 0.382 3.967 0.076
H 2.103 6.365 -10.763 0.042
H -9.136 1.728 5.352 0.080
H 2.342 8.698 -1.341 0.047
H 7.520 -5.749 7.936 0.049
H 4.123 -2.914 6.556 0.048
C -1.898 -4.046 -3.239 -0.249
H -5.433 3.671 4.124 0.075
H -3.789 -1.232 3.781 0.080
S 1.923 7.761 0.969 0.856
H -3.581 -6.113 -4.029 0.044
H -1.502 -3.041 -3.093 0.041
H 2.862 2.716 -8.494 0.054
H 2.612 -7.080 -7.641 0.054
C -3.443 -0.437 4.442 -0.111
H -1.216 -4.621 -3.865 0.057
C 4.646 1.327 -2.595 -0.259
H -4.988 -5.304 -3.104 0.034
O 4.372 -1.225 -1.961 -0.582
C 2.566 7.804 -0.758 -0.269
N -5.311 1.839 3.243 -0.321
C -6.041 2.270 2.102 -0.131
H -3.800 3.356 3.429 0.091
C -4.357 -5.348 -3.992 -0.259
H -4.407 2.517 4.877 0.064
H 2.453 6.946 -1.421 0.054
H 2.592 -8.643 -8.327 0.054
H -8.635 0.185 5.868 0.079
H -5.506 -0.237 7.082 0.057
H 5.793 -7.260 -5.344 0.054
C 3.023 8.958 1.758 -0.286
H -3.919 -0.978 6.888 0.080
H -4.974 -5.606 -4.854 0.055
H 5.738 -5.881 8.099 0.031
O -3.403 -3.252 -5.348 -0.588
C -6.809 2.115 6.276 -0.093
```

The LUMO energy comes out at 0.512 eV. The value obtained for the relative energy (zero: lowest compared OMol25 entry of this formula, charge and spin) is 3.6396 eV. The total energy is -4139.32532 Eh. As for the HOMO-LUMO gap: 8.89 eV. The calculation puts the HOMO energy at -8.38 eV.

Record 2
The following is a DFT calculation (wB97M-V/def2-TZVPD) of a 2-piece molecular cluster, C5H13NO overall in a non-equilibrium geometry.

The geometry in XYZ format:
```
20
Properties=species:S:1:pos:R:3:nbo_charge:R:1
H 1.125 -1.235 -2.829 0.215
N 1.610 0.653 0.673 -0.843
C -1.673 -1.512 0.151 -0.654
H -1.152 -0.961 -1.804 0.209
H 0.989 0.453 -2.290 0.205
H 2.469 -0.632 -1.929 0.220
H -1.618 3.057 2.793 0.455
H 0.238 -0.712 1.293 0.194
C 0.582 -0.989 -0.766 -0.097
H -0.629 -2.716 -1.387 0.215
C 0.885 -0.491 0.467 -0.002
H -1.924 -2.317 0.989 0.220
H 2.131 1.218 -0.031 0.388
H -0.619 3.253 1.928 0.456
O -1.538 3.509 1.964 -0.911
C 1.374 -0.552 -1.998 -0.654
H -2.703 -1.558 -0.370 0.211
C -0.715 -1.622 -1.041 -0.425
H -1.798 -0.560 0.771 0.218
H 1.805 1.062 1.567 0.378
```

The LUMO energy comes out at 0.549 eV. The value obtained for the relative energy (zero: lowest compared OMol25 entry of this formula, charge and spin) is 2.6675 eV. The total energy is -328.22082 Eh. As for the HOMO-LUMO gap: 7.91 eV. The structure (SMILES) is CC/C(C)=C/N.O. The calculation puts the HOMO energy at -7.36 eV.

Record 3
The following is a DFT calculation (wB97M-V/def2-TZVPD) of one molecule with the formula C5H10O2.

The geometry in XYZ format:
```
17
Properties=species:S:1:pos:R:3:nbo_charge:R:1
C 2.115 0.270 0.627 -0.262
H 0.272 -1.868 -0.924 0.192
H 2.878 0.176 -0.158 0.170
C -2.000 -0.388 -0.235 -0.456
H -2.933 -0.305 -0.784 0.217
C -1.302 0.844 0.249 0.111
H 1.275 -0.534 -1.519 0.175
O 1.170 -0.779 0.522 -0.558
O -0.727 0.910 1.515 -0.709
H -1.745 1.803 -0.010 0.189
C 0.540 -0.820 -0.752 -0.063
H 1.631 1.252 0.555 0.187
C -0.704 0.051 -0.889 -0.307
H -1.939 -1.257 0.418 0.215
H 2.597 0.174 1.603 0.197
H -0.145 0.137 1.593 0.484
H -0.795 0.504 -1.876 0.219
```

The LUMO energy comes out at 1.025 eV. The value obtained for the relative energy (zero: lowest compared OMol25 entry of this formula, charge and spin) is 2.6802 eV. The total energy is -346.92694 Eh. As for the HOMO-LUMO gap: 10.33 eV. The structure (SMILES) is COC[C@H]1C[C@H]1O. The calculation puts the HOMO energy at -9.31 eV.